Record 1
A 2-piece molecular cluster, C2H2N3O overall. Source: the OMol25 dataset; level of theory: wB97M-V/def2-TZVPD.

```
8
Properties=species:S:1:pos:R:3:forces:R:3
C 1.15294 -0.23435 -0.00896 3.9 -0.9 -0.1
C 0.06369 0.37082 0.28022 -3.4 0.2 -0.4
N 1.99697 -0.92423 -0.45190 -0.1 0.2 0.2
N -0.64877 -1.31586 -1.43688 2.8 -2.2 -1.0
N -0.70519 1.16041 0.89782 -0.4 0.0 0.5
O 0.26129 -1.92760 -1.67946 -3.4 2.5 1.0
H -0.39754 1.75985 1.67553 -0.1 -0.1 -0.4
H -1.72339 1.11097 0.72363 0.7 0.3 0.1
```
Positions in Å, forces in eV/Å.

The value obtained for the relative energy (zero: lowest compared OMol25 entry of this formula, charge and spin) is 88.1 kcal per mole. The value obtained for the total energy is -316.44968 hartree. The net charge is +1. The calculation puts the molar mass at 84.06 g/mol.

Taken from the Löwdin analysis, the atomic charges in e are:
1 C -0.251
2 C -0.049
3 N 0.256
4 N 0.289
5 N 0.226
6 O 0.186
7 H 0.173
8 H 0.170

***

Record 2
A 2-piece molecular cluster, C2H2N3O2 overall. Source: the OMol25 dataset; level of theory: wB97M-V/def2-TZVPD.

```
9
Properties=species:S:1:pos:R:3:forces:R:3
C -0.25251 0.71526 -0.79594 0.4 1.6 -0.6
C 1.97283 -1.47418 2.04073 -1.5 0.1 -0.8
N 1.08856 -1.04856 1.26303 4.0 0.1 1.7
N 0.03750 -0.97293 0.76882 -4.0 0.3 -1.8
N -1.19988 1.14135 -1.37181 0.4 -1.2 0.4
O 2.91903 -1.63989 2.65737 1.0 -0.1 0.6
O -2.49448 1.06357 -1.47780 -1.1 -0.2 -0.7
H 0.78534 1.08140 -0.65846 -0.8 -0.7 0.0
H -2.85639 1.13398 -2.42594 1.4 0.1 1.4
```
Positions in Å, forces in eV/Å.

The value obtained for the relative energy (zero: lowest compared OMol25 entry of this formula, charge and spin) is 90.3 kcal per mole. The value obtained for the total energy is -391.60447 hartree. The net charge is +1. The calculation puts the molar mass at 100.06 g/mol.

Atom charges from the Löwdin analysis, given in e for atoms 1 to 8:
1 C 0.195
2 C -0.143
3 N -0.006
4 N 0.170
5 N 0.018
6 O 0.296
7 O 0.117
8 H 0.139

***

Record 3
A 2-piece molecular cluster, C2H2N3O3 overall. Source: the OMol25 dataset; level of theory: wB97M-V/def2-TZVPD.

```
10
Properties=species:S:1:pos:R:3:forces:R:3
C -0.64021 -1.49055 0.08756 2.4 0.1 -0.7
C 0.27776 -0.52214 -0.01415 0.0 1.9 0.7
N -1.67169 -1.95326 0.02105 -3.1 -2.5 0.1
N -2.02275 1.00341 -0.01814 -0.1 -0.7 -0.5
N 1.50575 -0.29579 -0.09021 1.9 -2.5 -0.6
O -2.78282 0.16662 -0.15727 0.8 1.1 0.3
O -1.60399 2.05808 0.03038 -0.2 0.0 0.2
O 1.88270 1.00770 0.02326 -0.2 0.8 -0.7
H 2.33172 -1.00547 -0.35868 -2.2 1.8 0.9
H 2.72354 1.03140 0.47619 0.7 0.0 0.4
```
Positions in Å, forces in eV/Å.

The value obtained for the relative energy (zero: lowest compared OMol25 entry of this formula, charge and spin) is 218.1 kcal per mole. The value obtained for the total energy is -466.79117 hartree. The net charge is +1. The calculation puts the molar mass at 116.06 g/mol.

Atom charges from the Löwdin analysis, given in e for atoms 1 to 8:
1 C -0.223
2 C -0.009
3 N 0.213
4 N -0.085
5 N -0.021
6 O 0.323
7 O 0.358
8 O 0.054

***

Record 4
One molecule with the formula C2H2N4. Source: the OMol25 dataset; level of theory: wB97M-V/def2-TZVPD.

```
8
Properties=species:S:1:pos:R:3:forces:R:3
C 0.17702 -0.09159 0.92417 -0.2 0.0 -0.1
N -0.85569 0.74175 0.85443 0.2 0.1 0.0
N -1.30004 1.14619 -0.31034 0.4 0.1 -0.1
N -0.59060 0.89299 -1.39750 -0.3 -0.2 0.2
N 0.26264 -0.10168 -1.39070 -0.1 -0.2 0.1
C 0.56839 -0.71326 -0.25084 0.0 0.2 -0.1
H 0.63309 -0.22036 1.90191 -0.2 -0.3 -0.1
H 1.10520 -1.65403 -0.33114 0.2 0.3 0.1
```
Positions in Å, forces in eV/Å.

Its SMILES is c1cnnnn1. The value obtained for the relative energy (zero: lowest compared OMol25 entry of this formula, charge and spin) is 63.2 kcal per mole. The value obtained for the total energy is -296.32418 hartree. The net charge is 0. The calculation puts the molar mass at 82.07 g/mol.

Taken from the Löwdin analysis, the atomic charges in e are:
1 C -0.116
2 N 0.032
3 N -0.025
4 N -0.026
5 N 0.032
6 C -0.116
7 H 0.109
8 H 0.109

***

Record 5
One molecule with the formula C2H2N4. Source: the OMol25 dataset; level of theory: wB97M-V/def2-TZVPD.

```
8
Properties=species:S:1:pos:R:3:forces:R:3
C -0.13662 0.94337 -0.66449 -0.1 -0.3 -0.1
N 0.95223 0.30997 -1.09754 0.0 -0.1 0.0
N 1.30029 -0.81340 -0.51059 -0.2 0.0 -0.1
N 0.52868 -1.33106 0.41409 0.1 0.3 0.3
C -0.41417 -0.53754 0.93462 0.0 0.1 0.0
N -0.77149 0.65352 0.46894 0.0 -0.3 -0.6
H -0.52508 1.69435 -1.35348 0.1 0.2 0.6
H -0.93384 -0.91921 1.80844 0.1 0.0 -0.1
```
Positions in Å, forces in eV/Å.

Its SMILES is c1ncnnn1. The value obtained for the relative energy (zero: lowest compared OMol25 entry of this formula, charge and spin) is 40.8 kcal per mole. The value obtained for the total energy is -296.35983 hartree. The net charge is 0. The calculation puts the molar mass at 82.07 g/mol.

Taken from the Löwdin analysis, the atomic charges in e are:
1 C -0.191
2 N 0.034
3 N -0.014
4 N 0.032
5 C -0.190
6 N 0.108
7 H 0.113
8 H 0.110

***

Record 6
One molecule with the formula C2H2N4. Source: the OMol25 dataset; level of theory: wB97M-V/def2-TZVPD.

```
8
Properties=species:S:1:pos:R:3:forces:R:3
C 0.01599 0.52124 -1.10173 0.0 0.0 0.1
N -0.03809 0.08681 -2.24809 0.0 0.2 0.4
N -0.21274 -2.03226 1.33542 0.0 1.2 0.0
N -0.18699 -0.88909 1.33193 0.0 -1.1 0.0
C -0.14817 0.40326 1.24591 0.0 0.0 0.2
N -0.07633 1.03334 0.00548 0.0 -0.2 -0.6
H 0.83739 -0.10615 -2.72249 0.0 0.0 0.0
H -0.19106 0.98285 2.15356 0.0 -0.1 -0.1
```
Positions in Å, forces in eV/Å.

The value obtained for the relative energy (zero: lowest compared OMol25 entry of this formula, charge and spin) is 50.6 kcal per mole. The value obtained for the total energy is -296.34420 hartree. The net charge is 0. The calculation puts the molar mass at 82.07 g/mol.

Taken from the Löwdin analysis, the atomic charges in e are:
1 C -0.294
2 N 0.144
3 N 0.205
4 N -0.112
5 C -0.206
6 N 0.092
7 H 0.068
8 H 0.104

***

Record 7
One molecule with the formula C2H2N4. Source: the OMol25 dataset; level of theory: wB97M-V/def2-TZVPD.

```
8
Properties=species:S:1:pos:R:3:forces:R:3
C 1.04917 0.36410 0.41463 -1.1 -0.4 -0.2
N 1.25798 0.45334 -0.85952 -1.9 -0.7 -0.4
N 0.03904 0.04723 -1.75821 1.4 0.5 1.9
N -1.03026 -0.32380 -1.23035 0.9 0.3 0.9
C -1.11809 -0.36387 0.19862 0.4 0.1 -0.7
N -0.16418 -0.04872 0.99875 0.0 0.0 -0.4
H 1.81957 0.61034 1.17657 -0.3 -0.1 -1.0
H -2.10053 -0.69796 0.56398 0.6 0.2 -0.1
```
Positions in Å, forces in eV/Å.

Its SMILES is c1ncnnn1. The value obtained for the relative energy (zero: lowest compared OMol25 entry of this formula, charge and spin) is 53.0 kcal per mole. The value obtained for the total energy is -296.34043 hartree. The net charge is 0. The calculation puts the molar mass at 82.07 g/mol.

Taken from the Löwdin analysis, the atomic charges in e are:
1 C -0.226
2 N 0.070
3 N 0.029
4 N 0.001
5 C -0.173
6 N 0.076
7 H 0.113
8 H 0.111

***

Record 8
One molecule with the formula C2H2N4. Source: the OMol25 dataset; level of theory: wB97M-V/def2-TZVPD.

```
8
Properties=species:S:1:pos:R:3:forces:R:3
C 0.60363 -0.17433 0.29368 0.3 0.0 0.0
N 0.16919 1.20879 0.20069 -0.1 0.1 -0.2
N -0.34849 1.50071 -0.88249 -0.5 0.3 -0.9
N -0.85068 1.86164 -1.82895 0.6 -0.4 1.1
N -0.13346 -1.22733 -0.47640 -0.1 -0.1 0.4
C -0.28598 -1.19542 0.77228 0.0 -0.1 -0.3
H 1.68499 -0.26590 0.37121 -0.2 0.0 0.0
H -0.83922 -1.70816 1.54998 0.1 0.1 -0.1
```
Positions in Å, forces in eV/Å.

The value obtained for the relative energy (zero: lowest compared OMol25 entry of this formula, charge and spin) is 79.7 kcal per mole. The value obtained for the total energy is -296.29792 hartree. The net charge is 0. The calculation puts the molar mass at 82.07 g/mol.

Taken from the Löwdin analysis, the atomic charges in e are:
1 C -0.334
2 N 0.054
3 N -0.226
4 N 0.215
5 N 0.152
6 C -0.085
7 H 0.114
8 H 0.111

***

> Which of these has the lowest relative energy (zero: lowest compared OMol25 entry of this formula, charge and spin)?

number 5